# 1
The following is a quantum chemistry calculation of C7H8 in the gas phase at a distorted geometry, from OMol25.

```
! RIJCOSX wB97M-V def2-TZVPD def2/J DEFGRID3
* xyz 0 1
C -1.5522 1.4690 0.0150
C 1.8102 1.3480 -0.0267
C -1.2116 -1.1048 0.0486
C 0.1159 -1.8664 -0.0087
C 1.1823 -1.0787 -0.0675
C -0.7914 0.3636 -0.0987
C 1.0363 0.3384 0.0175
H -2.6177 1.5651 -0.0921
H 0.2557 -2.8963 -0.4718
H 2.1323 -1.5698 -0.0506
H 2.8977 1.2895 0.0992
H -1.1310 2.4878 0.0089
H -1.8215 -1.4544 -0.6721
H -1.6270 -1.1505 1.0925
H 1.3219 2.2594 0.2065
*
```

Output
frontier orbital gap	9.53	eV
SMILES string	C=C1C=CCC1=C
energy	-271.39855	a.u.

---

# 2
The following is a quantum chemistry calculation of C7H8 in the gas phase at a distorted geometry, from OMol25.

```
! RIJCOSX wB97M-V def2-TZVPD def2/J DEFGRID3
* xyz 0 1
C 0.0547 1.2474 1.1333
C -0.7783 -1.2542 0.0696
C 1.2070 2.0786 -1.1504
C 0.6021 1.5545 -0.1437
C -1.7900 -1.7815 -0.7189
C 0.5767 -1.5025 0.7355
C -0.0651 -0.0981 0.4356
H 1.3976 -2.0629 0.2984
H -2.0033 -2.8693 -0.6385
H 0.4450 1.4411 2.2014
H 0.6810 -1.6612 1.8414
H -2.6534 -1.1886 -1.0016
H 1.2744 1.5772 -2.1369
H 1.6692 3.1119 -1.1501
H -1.0012 1.6852 1.1412
*
```

Output
frontier orbital gap	8.77	eV
SMILES string	C=C1CC12CC2=C
energy	-271.29143	a.u.